No. 1
Molecular formula: C32H33Cr2N6O4
Method: DFT, ωB97M-V/def2-TZVPD

Its charge is +1. Its highest occupied orbital energy (alpha / beta) is -11.2 / -11.2 eV. Its largest force on an atom is 13.83 eV Å⁻¹. For the gap between HOMO and LUMO (alpha / beta), the calculation gives 6.5 / 6.8 eV. The value obtained for the total energy is -3957.1580 a.u. The spin multiplicity is 9. As for the expectation value of S²: 20.3328. The calculation puts the energy above the lowest of the compared OMol25 structures with the same formula, charge and spin at 435.8 kJ/mol.

Last column: Mulliken spin population.
Atoms and positions in Å:
Cr1 0.09853 -1.18078 -2.44724  3.891
Cr2 -1.88127 1.38762 -2.16775  4.519
C1 -1.93255 -0.53318 -5.01054  0.016
O1 -1.43622 -0.38219 -3.70878  0.036
H1 -1.21914 -0.05651 -5.68280  -0.001
H2 -1.89201 -1.56535 -5.35850  -0.002
H3 -2.91342 -0.07081 -5.12104  0.000
C2 -0.06993 0.21351 -0.38286  0.014
O2 0.06002 1.06696 -1.28895  -0.255
O3 0.71536 -0.75424 -0.43287  -0.038
O4 -1.15080 -0.18635 -0.80404  -0.266
N1 -6.24078 -1.93015 2.31852  0.000
C3 -5.89998 -2.84066 1.29430  0.000
C4 -4.72536 -2.77786 0.64870  0.000
C5 -3.82789 -1.73307 1.00431  0.006
C6 -4.15174 -0.89836 2.02554  -0.002
C7 -5.29002 -1.08822 2.76544  0.000
H4 -6.62444 -3.55124 0.92468  0.000
H5 -4.43320 -3.41816 -0.17050  0.000
H6 -2.90170 -1.54355 0.48217  -0.005
H7 -3.42506 -0.17990 2.37503  0.000
H8 -5.44486 -0.45585 3.62713  0.000
N2 0.58479 2.34474 4.91112  0.000
C8 0.27908 2.10942 3.57210  0.002
C9 1.21824 2.10687 2.57298  0.003
C10 2.55192 2.24270 2.94868  0.002
C11 2.89425 2.49359 4.27433  0.000
C12 1.88028 2.49486 5.23707  0.000
H9 -0.78215 2.05535 3.37907  0.001
H10 0.94085 2.11109 1.52921  -0.004
H11 3.32241 2.34066 2.19825  0.000
H12 3.94293 2.61040 4.50462  0.000
H13 2.17980 2.76905 6.23783  0.000
N3 1.76462 -0.00167 -3.49912  -0.024
C13 2.99992 -0.11624 -2.87344  0.038
C14 4.09553 0.62397 -3.24821  0.002
C15 3.98113 1.55050 -4.27943  0.006
C16 2.70808 1.75262 -4.91210  0.003
C17 1.61646 0.98376 -4.47026  0.030
H14 3.02133 -0.80410 -2.04108  -0.017
H15 4.97317 0.70611 -2.62419  0.000
H16 4.80746 2.20289 -4.52023  0.000
H17 2.66452 2.48270 -5.70674  0.001
H18 0.62443 1.18035 -4.84924  0.006
N4 -1.28781 -3.06160 -1.78368  -0.022
C18 -1.00077 -3.55847 -0.54178  0.015
C19 -1.48553 -4.75456 -0.13001  0.006
C20 -2.29725 -5.48933 -0.95940  0.002
C21 -2.70340 -5.00764 -2.19553  0.000
C22 -2.12247 -3.79958 -2.59258  0.027
H19 -0.30990 -3.00114 0.07342  0.004
H20 -1.14816 -5.30167 0.73788  0.001
H21 -2.53504 -6.51733 -0.72908  0.000
H22 -3.35378 -5.58520 -2.83570  0.001
H23 -2.29387 -3.47698 -3.60891  -0.001
N5 3.80677 3.86586 -0.17395  0.000
C23 3.78697 5.22405 -0.31227  0.000
C24 2.87297 5.87952 -1.15712  0.000
C25 2.00724 5.13773 -1.97473  -0.001
C26 1.97736 3.78330 -1.76907  -0.004
C27 2.86939 3.19198 -0.87615  0.001
H24 4.46103 5.82898 0.27603  0.000
H25 2.98724 6.92984 -1.38109  0.000
H26 1.45467 5.66877 -2.73568  0.000
H27 1.39308 3.06979 -2.33113  0.009
H28 2.74802 2.13123 -0.71349  0.003
N6 -0.75040 -1.47175 5.36000  0.000
C28 -1.29111 -1.46410 4.10564  0.000
C29 -0.47401 -1.21549 2.98124  -0.004
C30 0.90065 -1.25015 3.08129  0.002
C31 1.47440 -1.43758 4.36188  0.000
C32 0.64812 -1.48429 5.46078  0.000
H29 -2.35807 -1.47802 3.93891  0.000
H30 -0.89808 -1.12610 1.99202  0.002
H31 1.55295 -1.13446 2.22833  -0.001
H32 2.53469 -1.37210 4.55650  0.000
H33 1.15150 -1.48478 6.41629  0.000

No. 2
Molecular formula: C32H33FN2O4PSSiTi
Method: DFT, ωB97M-V/def2-TZVPD

Its highest occupied orbital energy (alpha / beta) is -7.0 / -7.4 eV. Its largest force on an atom is 2.81 eV Å⁻¹. For the gap between HOMO and LUMO (alpha / beta), the calculation gives 7.1 / 7.5 eV. The value obtained for the total energy is -3628.2321 a.u. The spin multiplicity is 2. As for the expectation value of S²: 0.7522. The calculation puts the energy above the lowest of the compared OMol25 structures with the same formula, charge and spin at 197.9 kJ/mol.

Last column: Mulliken spin population.
Atoms and positions in Å:
Ti1 0.73023 0.52133 0.66365  0.975
O1 0.84193 4.21083 -0.18875  0.002
C1 0.22743 3.18033 -0.32735  0.002
O2 0.73533 1.98863 -0.32925  -0.083
C2 -1.27917 3.14153 -0.57985  0.001
P1 -1.78547 1.40243 -0.17755  0.053
C3 -3.58007 1.83293 -0.05495  0.007
C4 -4.08047 2.10313 1.21555  0.001
C5 -5.38587 2.52503 1.39165  0.000
C6 -6.21197 2.68773 0.29095  0.000
C7 -5.71997 2.43113 -0.97865  0.000
C8 -4.41257 2.01333 -1.15355  -0.001
C9 -1.70637 0.54703 -1.80045  -0.015
C10 -2.66277 -0.42787 -2.08315  0.011
C11 -2.57657 -1.18357 -3.23745  0.001
C12 -1.52757 -0.98907 -4.11995  0.001
C13 -0.57677 -0.01677 -3.85445  -0.001
C14 -0.65797 0.74423 -2.70015  -0.008
H1 -1.48747 3.41663 -1.61785  -0.001
H2 -1.80387 3.83893 0.07885  0.000
H3 -3.42677 2.00133 2.07475  0.000
H4 -5.75747 2.73143 2.38585  0.000
H5 -7.23077 3.02243 0.42265  0.000
H6 -6.35617 2.56583 -1.84155  0.000
H7 -4.03537 1.83413 -2.14935  0.000
H8 -3.48177 -0.58707 -1.39455  0.000
H9 -3.32507 -1.93297 -3.44495  0.000
H10 -1.45097 -1.59657 -5.00905  0.000
H11 0.23763 0.14173 -4.54815  0.000
H12 0.11063 1.47873 -2.48675  0.002
C15 3.39733 2.62613 -1.50545  -0.001
Si1 3.66953 1.82953 0.22645  0.004
C16 3.13873 2.99473 1.64215  0.008
C17 5.57063 1.60153 0.36185  0.002
N1 2.70213 0.38943 0.34885  0.024
C18 3.05913 -0.85737 -0.02285  -0.015
C19 4.29823 -1.49787 0.20255  0.003
C20 4.51073 -2.79687 -0.20985  -0.003
C21 3.53403 -3.51567 -0.88815  0.007
C22 2.30703 -2.92217 -1.14745  -0.004
C23 2.10793 -1.64047 -0.69855  0.027
F1 0.84913 -1.00297 -0.88205  0.011
H13 2.91733 3.59373 -1.39455  0.000
H14 2.75043 2.00983 -2.12675  0.000
H15 4.32733 2.77513 -2.04295  0.000
H16 3.22933 4.02833 1.32255  0.000
H17 3.74293 2.86683 2.53625  0.001
H18 2.09403 2.82693 1.90795  -0.002
H19 6.05593 2.56433 0.23305  0.000
H20 5.95563 0.93953 -0.40715  0.000
H21 5.87813 1.21413 1.32765  0.000
H22 5.06883 -0.95577 0.72735  0.001
H23 5.45993 -3.26967 0.00505  0.000
H24 3.72553 -4.52557 -1.21425  0.001
H25 1.52623 -3.44927 -1.67235  0.000
C24 0.59743 -0.07457 4.43315  0.003
C25 0.67953 0.18943 2.95215  0.012
O3 0.29753 1.28493 2.44295  -0.014
O4 1.12993 -0.68557 2.17345  -0.018
H26 -0.44697 -0.12727 4.73215  0.001
H27 1.07143 0.73683 4.98055  0.000
H28 1.08913 -1.02077 4.64355  0.000
S1 -3.61427 -2.36297 0.90865  0.001
C26 -2.48717 -1.09397 1.31905  0.009
N2 -1.22457 -1.39097 1.26495  -0.009
C27 -1.05097 -2.72227 0.99505  0.010
C28 0.14603 -3.44087 1.06275  -0.003
C29 0.12853 -4.79747 0.81895  0.001
C30 -1.05237 -5.46557 0.50865  -0.001
C31 -2.25587 -4.78497 0.46915  0.001
C32 -2.24827 -3.42867 0.73255  0.000
H29 -2.88157 -0.15057 1.64135  -0.003
H30 1.05253 -2.93157 1.35315  0.001
H31 1.04673 -5.35947 0.89305  0.000
H32 -1.03517 -6.52957 0.33395  0.000
H33 -3.18187 -5.29737 0.26555  0.000

No. 3
Molecular formula: C32H33LuN8O7PS
Method: DFT, ωB97M-V/def2-TZVPD

Its charge is -1. Its highest occupied orbital energy is -6.1 eV. Its largest force on an atom is 1.49 eV Å⁻¹. For the gap between HOMO and LUMO, the calculation gives 7.6 eV. The value obtained for the total energy is -4179.1759 a.u. The spin multiplicity is 1. The calculation puts the energy above the lowest of the compared OMol25 structures with the same formula, charge and spin at 0.0 kJ/mol.

Last column: Löwdin charge in e.
Atoms and positions in Å:
Lu1 -0.02355 -0.03385 0.11978  1.507
N1 -1.80581 -1.93872 0.18176  -0.040
C1 -1.05238 -3.17556 0.49196  -0.177
C2 0.29447 -3.13050 -0.21480  -0.590
O1 0.63774 -4.04027 -0.96592  0.008
N2 0.98809 -2.01136 0.09211  -0.121
C3 2.28377 -1.85453 -0.59331  -0.154
C4 2.71939 -0.38381 -0.56618  -0.659
O2 3.86815 -0.08584 -0.29742  0.031
O3 1.75131 0.47759 -0.80804  -0.254
H1 -2.58999 -1.82428 0.81290  0.078
H2 -2.17295 -1.99968 -0.76216  0.068
H3 -1.56694 -4.08793 0.19630  0.108
H4 -0.87989 -3.19691 1.56795  0.114
H5 2.21279 -2.18033 -1.63532  0.121
H6 3.07353 -2.44159 -0.12384  0.117
C5 -1.15687 6.96044 -2.59167  -0.098
C6 0.01437 6.25526 -2.34797  -0.094
C7 -0.04837 4.97812 -1.80426  -0.106
C8 -1.27685 4.38613 -1.50829  -0.374
C9 -2.44551 5.10228 -1.75724  -0.089
C10 -2.38453 6.38249 -2.29318  -0.086
P1 -1.24443 2.66330 -0.90056  1.048
C11 -2.86753 2.48823 -0.05963  -0.396
C12 -3.78978 1.49662 -0.37016  -0.090
C13 -4.91699 1.30768 0.42624  -0.081
C14 -5.13624 2.10600 1.53821  -0.103
C15 -4.22646 3.11423 1.84570  -0.094
C16 -3.10462 3.29828 1.05426  -0.128
C17 -1.40380 1.59002 -2.35027  -0.458
C18 -1.75423 2.01351 -3.62919  -0.095
C19 -1.86256 1.06727 -4.64115  -0.107
C20 -1.61747 -0.27162 -4.35359  -0.107
C21 -1.24368 -0.65933 -3.06975  -0.148
C22 -1.09962 0.25610 -2.02101  -0.284
H7 -1.11439 7.95606 -3.01586  0.097
H8 0.97530 6.69840 -2.57888  0.098
H9 0.86730 4.42425 -1.61940  0.099
H10 -3.40744 4.65738 -1.52943  0.107
H11 -3.30094 6.92862 -2.48114  0.100
H12 -3.61758 0.85394 -1.22610  0.097
H13 -5.61914 0.51978 0.18085  0.100
H14 -5.99073 1.93270 2.17832  0.094
H15 -4.37949 3.73292 2.72120  0.105
H16 -2.38692 4.06957 1.32151  0.104
H17 -1.93920 3.06152 -3.84219  0.094
H18 -2.13132 1.37124 -5.64560  0.091
H19 -1.69744 -1.01342 -5.14070  0.092
H20 -1.01774 -1.71253 -2.90476  0.084
N3 -4.88702 0.61954 4.60222  0.081
C23 -3.78132 0.76998 4.28544  -0.424
N4 -2.50889 0.97466 4.02105  0.070
C24 -1.89783 0.69655 2.94042  -0.355
N5 -1.24159 0.51102 1.98988  0.007
C25 3.62801 7.56980 1.04925  -0.109
C26 3.62768 6.04970 1.18530  -0.310
S1 4.99828 5.51351 2.16471  0.634
O4 4.81573 6.01967 3.50739  -0.311
O5 6.20844 5.79983 1.43558  -0.307
C27 4.78107 3.76279 2.20477  -0.204
C28 3.81626 3.30537 3.30588  -0.127
N6 3.19741 2.03944 2.92375  0.057
C29 1.97096 1.92212 2.36378  -0.302
N7 1.69843 0.66517 2.05672  0.076
C30 2.76409 -0.07423 2.46328  -0.024
C31 3.68896 0.74956 3.00549  -0.137
N8 4.97275 0.40388 3.51984  -0.327
O6 5.74068 1.31774 3.79909  0.061
O7 5.23993 -0.77467 3.60419  0.101
C32 1.06444 3.07369 2.09757  0.003
H21 2.76622 7.88077 0.46089  0.074
H22 4.53298 7.91425 0.55136  0.078
H23 3.57128 8.04769 2.02610  0.078
H24 3.73321 5.55074 0.22070  0.107
H25 2.72804 5.68852 1.68834  0.091
H26 5.77791 3.34288 2.33760  0.107
H27 4.40872 3.47276 1.21895  0.122
H28 3.01426 4.02084 3.45261  0.105
H29 4.33593 3.20017 4.24937  0.127
H30 2.82968 -1.14001 2.32314  0.133
H31 1.01605 3.75777 2.94546  0.088
H32 0.06399 2.69007 1.91466  0.033
H33 1.37976 3.62779 1.20963  0.079

Number 2 is which compound?
C32H33FN2O4PSSiTi